1.
A structure of composition C35H26LuN4O10PS2, computed with ωB97M-V/def2-TZVPD.

Each line ends with the Löwdin charge.
CARTESIAN COORDINATES (ANGSTROEM)
C: 4.337 1.234 -1.345  -0.106
O: 2.864 -0.529 -5.221  -0.321
H: -2.507 -2.903 0.863  0.092
C: -2.998 0.078 4.293  -0.025
C: -5.838 -2.888 -1.060  -0.102
C: 0.771 -2.652 -0.329  -0.552
C: -3.439 0.031 1.912  -0.250
C: -3.933 -1.696 -0.174  -0.324
S: 0.044 1.521 -1.762  0.729
N: 2.716 0.086 -0.368  -0.051
C: -2.570 -0.163 2.996  -0.130
S: 1.610 -0.922 -4.627  0.616
C: 0.306 0.000 -5.375  -0.226
C: -0.156 -0.011 -6.675  -0.049
H: -5.540 -0.783 -1.260  0.090
H: -1.618 2.374 -3.958  0.091
C: -0.460 2.775 1.410  -0.565
H: -4.631 0.649 5.563  0.089
C: -4.404 3.415 -0.994  -0.085
H: -6.773 -2.869 -1.605  0.091
C: -1.179 0.874 -6.992  -0.096
H: -5.883 -5.007 -0.723  0.087
N: 3.234 1.298 -0.596  0.010
C: -3.978 0.917 -2.109  -0.121
H: 0.261 -0.679 -7.412  0.110
H: 0.187 -4.692 -0.191  0.113
H: -1.306 -4.326 -2.072  0.109
N: 0.015 -1.702 -0.908  0.014
H: 4.864 2.125 -1.629  0.107
C: -4.512 1.935 -2.879  -0.108
C: -4.733 3.188 -2.324  -0.113
C: 0.483 0.597 -3.087  -0.794
C: -5.138 -1.706 -0.864  -0.092
O: -1.032 3.798 1.742  0.049
C: -3.443 -2.904 0.323  -0.088
O: 1.765 3.551 0.728  0.013
C: -1.218 1.726 -4.725  -0.032
H: 0.056 -3.812 -3.081  0.096
H: 2.782 2.120 -0.181  0.102
C: -4.143 -4.081 0.132  -0.096
O: 1.527 1.531 1.678  -0.192
C: 3.517 -0.770 -0.979  -0.167
C: -3.900 2.387 -0.213  -0.084
C: -0.761 -2.253 -1.895  -0.516
C: -3.710 1.121 -0.756  -0.362
C: -0.206 0.836 -4.412  -0.218
C: -4.303 0.470 4.547  -0.096
C: -5.344 -4.082 -0.564  -0.117
H: -3.743 -5.006 0.525  0.094
C: -1.154 -0.631 2.786  -0.675
O: 1.514 -2.385 0.631  -0.062
H: 1.548 -4.416 -1.276  0.114
O: -0.198 -0.194 3.430  0.024
H: -1.575 0.897 -7.999  0.090
H: -2.283 -0.041 5.096  0.113
O: -1.609 -1.674 -2.541  0.036
C: 1.096 2.674 1.264  -0.618
C: -1.699 1.735 -6.027  -0.083
H: 5.356 -0.514 -2.214  0.080
O: -0.998 -1.438 1.794  -0.215
H: -5.133 3.991 -2.932  0.087
C: -0.394 -3.727 -2.089  -0.084
H: -4.725 1.753 -3.927  0.094
H: -3.744 -0.038 -2.562  0.100
C: 4.568 -0.099 -1.618  -0.081
C: -5.180 0.633 3.487  -0.097
H: -2.496 2.417 -6.296  0.094
C: -4.743 0.420 2.188  -0.094
C: 0.583 -4.020 -0.954  -0.078
N: 1.432 -0.295 -3.147  -0.085
H: -3.606 2.587 0.809  0.104
H: -5.436 0.568 1.367  0.104
H: -6.205 0.938 3.664  0.091
Lu: 0.373 -0.034 0.693  1.673
O: 1.300 -2.330 -4.620  -0.315
H: 3.295 -1.818 -0.936  0.095
O: -1.017 1.633 1.132  -0.277
P: -2.871 -0.219 0.147  1.145
H: -4.520 4.400 -0.561  0.097

Cartesian forces (eV/Å) of the 6 atoms listed first:
C 0.01 -0.05 -0.02
O 0.07 -0.09 -0.04
H 0.11 0.02 0.06
C -0.08 0.03 0.08
C -0.04 0.01 -0.02
C 0.09 0.28 0.15

Properties
net charge: -2
highest occupied orbital energy: -2.950 eV
spin multiplicity: 1
LUMO level: 4.3 eV
ΔE to the lowest compared entry with this formula, charge and spin: 0.0 kcal/mol
maximum force: 0.82 eV/Å

---

2.
A structure of composition C35H27F9NOPTa, computed with ωB97M-V/def2-TZVPD.

Each line ends with the Löwdin charge.
CARTESIAN COORDINATES (ANGSTROEM)
H: 1.406 4.053 3.896  0.142
C: 2.996 2.034 1.677  -0.372
C: 3.628 -0.913 1.214  -0.360
C: 2.949 -0.069 -1.994  -0.070
C: 3.384 4.351 3.130  -0.059
F: 2.802 6.600 3.349  0.174
C: -1.237 1.588 -4.395  0.037
C: 2.888 0.956 -1.032  -0.396
H: -1.407 3.666 -3.816  0.142
O: -0.628 0.323 1.633  -0.367
H: 3.442 -3.280 3.632  0.139
C: -2.283 1.761 2.697  -0.030
C: -1.616 0.415 2.783  -0.383
C: 0.244 -3.804 -0.972  -0.004
C: 3.808 -2.726 2.779  0.031
C: -2.539 -0.768 2.663  -0.025
H: -1.572 1.741 -5.413  0.149
F: 2.093 3.135 -5.400  0.175
C: -0.903 0.310 -3.965  0.037
C: 3.123 -1.619 2.311  -0.072
H: 5.348 4.401 2.271  0.144
H: -3.219 -0.761 3.516  0.115
H: 2.471 3.620 -3.105  0.144
H: 5.014 2.339 0.960  0.130
H: 0.468 -2.799 0.908  0.115
C: 5.731 -4.354 2.621  -0.599
F: 3.148 5.481 5.170  0.179
F: 1.447 1.085 -5.677  0.145
H: 6.427 -2.714 0.614  0.147
C: -0.156 -1.241 -2.108  -0.182
Ta: 0.271 0.433 0.083  1.822
C: 4.406 3.872 2.321  0.047
H: 3.092 -1.099 -1.694  0.122
H: -3.142 -0.705 1.756  0.099
F: 5.575 -5.335 1.722  0.173
C: 4.820 -1.296 0.596  -0.046
H: 2.217 -1.296 2.813  0.110
C: 2.592 2.594 -2.783  0.026
C: 1.981 2.511 2.513  -0.078
C: 0.286 -2.693 -0.154  -0.045
H: -0.635 3.216 -1.507  0.136
C: 4.214 2.713 1.589  -0.043
F: 3.544 1.596 -5.877  0.208
C: -0.479 0.105 -2.665  -0.204
C: 5.495 -2.407 1.072  0.037
C: 2.176 3.675 3.236  0.028
H: -0.415 -2.325 -3.955  0.128
C: 2.831 0.248 -3.334  0.032
H: 2.708 3.088 -0.702  0.118
F: 4.820 6.048 3.913  0.181
N: -0.396 1.175 -1.810  -0.075
H: -1.993 -1.710 2.685  0.090
H: -0.990 -0.518 -4.651  0.133
C: 2.440 1.866 -5.196  -0.591
H: -1.564 2.581 2.733  0.082
C: 2.717 2.290 -1.435  -0.064
H: -2.897 1.839 1.798  0.098
P: 2.748 0.546 0.718  1.009
H: 0.379 -4.795 -0.562  0.137
C: -0.723 2.416 -2.233  -0.079
H: 2.887 -0.531 -4.085  0.150
C: 2.627 1.571 -3.719  -0.068
H: 5.236 -0.728 -0.226  0.121
H: 1.059 1.955 2.646  0.072
F: 7.032 -4.096 2.738  0.184
C: 0.122 -1.415 -0.712  -0.268
H: -2.945 1.873 3.557  0.115
C: -0.203 -2.381 -2.898  0.023
C: 0.009 -3.638 -2.335  0.031
F: 5.269 -4.782 3.795  0.173
H: -0.032 -4.509 -2.976  0.141
H: -0.959 0.331 3.649  0.151
C: 4.984 -3.117 2.151  -0.061
C: -1.148 2.660 -3.515  0.015
C: 3.555 5.644 3.910  -0.599

Cartesian forces (eV/Å) of the 6 atoms listed first:
H -0.01 -0.01 0.00
C 0.14 0.01 0.07
C 0.02 -0.01 0.02
C -0.02 0.03 -0.06
C -0.02 0.00 0.01
F 0.00 0.00 0.00

Properties
net charge: +3
highest occupied orbital energy: -17.851 eV
spin multiplicity: 1
LUMO level: -11.3 eV
maximum force: 0.72 eV/Å

---

3.
A structure of composition C35H28AuN7O5P, computed with ωB97M-V/def2-TZVPD.

Each line ends with the Löwdin charge.
CARTESIAN COORDINATES (ANGSTROEM)
C: -1.553 7.303 -2.304  -0.072
C: 5.503 -2.188 1.153  -0.503
C: 1.530 1.596 -2.111  0.022
H: 1.014 -6.403 1.474  0.118
H: -2.457 7.821 -2.594  0.108
C: 0.436 7.145 -1.036  -0.221
H: 4.675 -3.029 -0.377  0.060
H: 2.687 3.974 -2.180  0.139
C: -4.171 0.499 1.119  0.004
O: 1.166 -2.154 -0.555  -0.189
C: -0.939 -3.363 2.850  -0.087
C: 2.397 -2.370 -0.297  -0.564
C: -0.438 -4.317 3.721  -0.062
N: 1.447 7.437 -0.139  0.087
H: 2.533 1.645 -2.533  0.098
H: -1.942 5.666 -3.646  0.108
H: -0.664 -1.461 -2.382  0.085
C: -1.881 0.566 0.103  -0.382
H: 2.186 -0.155 3.519  0.157
C: -1.256 6.064 -2.910  -0.069
N: 1.983 -1.102 1.729  0.038
H: 0.647 -6.156 3.905  0.115
C: -1.709 -2.848 -3.638  -0.053
H: -5.836 -2.128 2.458  0.118
H: -4.267 1.558 0.922  0.130
N: 1.915 5.562 -1.085  -0.067
C: 3.971 -0.957 2.726  0.011
P: -1.312 -2.253 0.357  1.022
N: 2.300 6.497 -0.168  0.057
Au: -0.043 -0.351 0.293  1.090
C: 4.162 -1.663 1.560  -0.042
C: -5.039 -1.578 1.975  -0.036
H: -2.804 -4.395 -4.637  0.114
C: -0.717 7.862 -1.367  -0.001
H: 0.152 -4.695 -0.086  0.119
C: -2.905 -4.607 -2.507  -0.056
N: 2.023 3.305 -0.323  0.012
H: 1.228 0.549 -2.103  0.065
C: -3.879 -2.241 1.597  -0.057
O: 3.157 -3.082 -0.946  0.075
C: -1.312 -2.326 -2.418  -0.078
C: -2.503 -3.985 -3.682  -0.053
H: 0.100 4.408 -3.080  0.096
C: -1.720 -2.944 -1.242  -0.339
H: -6.095 0.289 2.036  0.118
H: -1.386 -2.376 -4.556  0.114
C: -2.515 -4.089 -1.284  -0.076
H: 2.118 4.322 1.568  0.128
H: -0.930 8.814 -0.900  0.120
C: 1.497 2.129 -0.724  -0.321
C: -3.001 -0.164 0.773  -0.217
O: -1.956 1.569 -0.522  0.099
O: 6.464 -1.950 1.838  0.111
C: -0.748 -3.519 1.478  -0.349
C: 0.459 -5.557 1.856  -0.045
C: -2.850 -1.527 0.998  -0.294
C: 0.256 -5.413 3.223  -0.051
N: 2.669 -0.639 2.783  0.018
H: -3.779 -3.304 1.779  0.116
C: 0.721 5.926 -1.643  -0.167
H: -3.517 -5.499 -2.544  0.114
C: 1.146 2.325 1.419  -0.104
C: -0.121 5.351 -2.597  -0.010
O: 5.568 -2.899 0.043  0.135
N: 0.968 1.516 0.319  -0.054
C: 1.804 3.443 1.030  -0.018
H: -1.477 -2.507 3.238  0.109
H: -0.587 -4.206 4.786  0.112
C: -5.186 -0.216 1.736  -0.035
C: -0.035 -4.608 0.977  -0.070
H: 4.679 -0.681 3.489  0.145
H: -2.822 -4.582 -0.368  0.112
H: 0.781 2.052 2.395  0.108
C: 2.881 -1.718 0.969  -0.143
C: 2.640 4.337 -1.156  -0.052
H: 3.646 4.536 -0.793  0.148
H: 0.845 2.140 -2.763  0.084

Cartesian forces (eV/Å) of the 6 atoms listed first:
C 0.00 -0.02 -0.02
C -0.03 -0.03 -0.01
C -0.01 -0.02 -0.01
H 0.00 0.00 0.00
H 0.00 0.00 0.00
C -0.01 0.01 0.00

Properties
net charge: +1
highest occupied orbital energy: -11.436 eV
spin multiplicity: 1
LUMO level: -3.7 eV
ΔE to the lowest compared entry with this formula, charge and spin: 0.0 kcal/mol
maximum force: 0.62 eV/Å